No. 1
DFT (ωB97M-V with the def2-TZVPD basis set) results for a structure of composition C11H10Cl2N2O4Pd.

Computed properties:
M, g/mol: 411.5
ΔE to the lowest compared entry with this formula, charge and spin, eV: 0.000
HOMO-LUMO gap, hartree: 0.124
Maximum force, eV/Å: 0.295
Total charge: +2
HOMO energy, eV: -14.42

Geometry as XYZ:
```
30
Properties=species:S:1:pos:R:3:forces:R:3
Pd -0.5759 -0.1496 -0.1318 -0.044 -0.085 -0.050
C -3.8294 -2.8826 -0.4862 0.002 -0.004 -0.015
C -2.5343 -2.1693 -0.3365 -0.070 0.035 -0.024
N -2.3841 -0.9151 -0.6080 0.011 0.171 -0.053
O -3.5290 -0.2380 -0.9510 0.010 0.018 0.063
C -1.3198 -2.8243 0.1253 -0.018 -0.065 0.014
C -1.1677 -4.2752 0.4303 -0.002 -0.001 0.012
N -0.3264 -1.9921 0.2692 0.254 -0.074 0.131
O 0.8199 -2.1721 0.6768 0.024 -0.069 0.007
H -4.6592 -2.2435 -0.1958 0.001 0.010 0.000
H -3.8426 -3.7942 0.1044 0.025 -0.002 -0.003
H -3.9686 -3.1481 -1.5376 -0.016 -0.002 0.004
H -3.2515 0.5063 -1.5008 0.019 -0.016 -0.030
H -1.7110 -4.8838 -0.2907 -0.009 0.019 -0.007
H -1.5495 -4.5006 1.4284 -0.003 -0.011 -0.002
H -0.1161 -4.5494 0.4010 0.005 0.011 0.002
Cl 4.4513 5.4559 0.2636 -0.007 0.014 -0.005
C 3.6389 4.0156 0.3173 0.023 -0.015 0.013
C 4.2945 2.8632 0.7469 -0.010 0.026 0.002
C 3.5927 1.6854 0.7832 -0.001 -0.029 -0.015
Cl 4.2679 0.2613 1.2668 -0.012 -0.004 0.006
C 2.1246 1.6344 0.3684 0.001 0.198 0.007
O 1.5412 0.5856 0.4473 -0.167 -0.101 -0.066
C 1.5028 2.9069 -0.0946 -0.026 -0.095 -0.018
C 0.0791 2.9606 -0.5508 0.146 -0.026 0.072
O -0.6555 2.0040 -0.5975 -0.161 0.060 -0.040
C 2.2344 4.0267 -0.1058 0.018 0.030 0.001
H 5.3344 2.9044 1.0436 0.001 0.000 0.000
H -0.2807 3.9521 -0.8576 0.003 0.001 -0.007
H 1.8194 4.9755 -0.4278 0.006 0.002 -0.001
```
Forces are in eV/Å.

Here are the natural (NBO) charges for atoms 1 to 2, given in e: 0.8014, -0.6916

=====

No. 2
DFT (ωB97M-V with the def2-TZVPD basis set) results for a structure of composition C2H2FO2Pb.

Computed properties:
M, g/mol: 284.2
ΔE to the lowest compared entry with this formula, charge and spin, eV: 0.000
⟨S²⟩: 0.75
HOMO-LUMO gap (spin up / spin down), hartree: 0.358 / 0.296
Maximum force, eV/Å: 5.745
2S+1: 2
HOMO energy (spin up / spin down), eV: -9.05 / -9.70

Geometry as XYZ:
```
8
Properties=species:S:1:pos:R:3:forces:R:3
Pb 0.8634 1.1672 -1.3335 2.843 3.600 -3.459
F -0.9371 1.2035 -2.2425 -1.104 -0.414 -0.210
O 0.0411 1.2805 0.5710 -2.297 -0.186 1.886
C -0.4486 0.1203 0.8449 1.654 -0.465 1.359
C 0.2938 -0.9933 0.3290 -0.538 0.137 -0.316
O 1.1137 -0.7695 -0.6364 -0.447 -3.049 1.504
H -1.1225 -0.0139 1.7009 -0.067 0.152 -0.465
H 0.1961 -1.9948 0.7666 -0.045 0.226 -0.298
```
Forces are in eV/Å.

Here are the Mulliken charges for atoms 1 to 2, given in e: 1.0635, -0.6478

=====

No. 3
DFT (ωB97M-V with the def2-TZVPD basis set) results for a structure of composition C22H14ClN6O6S2V.

Computed properties:
M, g/mol: 608.9
ΔE to the lowest compared entry with this formula, charge and spin, eV: 2.125
⟨S²⟩: 1.06
HOMO-LUMO gap (spin up / spin down), hartree: 0.288 / 0.270
Maximum force, eV/Å: 0.945
Total charge: +1
2S+1: 2
HOMO energy (spin up / spin down), eV: -12.78 / -11.97

Geometry as XYZ:
```
52
Properties=species:S:1:pos:R:3:forces:R:3
V -0.0987 -0.2084 1.2040 0.369 0.472 -0.092
S -2.2149 -0.0200 0.4359 -0.153 0.237 0.076
C -2.5765 -1.2680 -0.7427 0.108 -0.161 0.062
C -2.8318 -0.7332 -2.0510 -0.060 -0.036 -0.103
N -2.9999 -0.2372 -3.0730 -0.005 -0.073 -0.004
C -2.6535 -2.6002 -0.5129 0.062 0.275 0.158
S -2.2412 -3.2757 1.0684 0.181 -0.063 -0.227
C -2.9968 -3.5057 -1.5623 -0.062 -0.073 -0.044
N -3.2733 -4.2467 -2.3958 0.023 -0.006 -0.008
O 1.4667 -5.0854 -0.3531 -0.068 -0.032 -0.129
C 2.4857 -4.2942 -0.6960 0.185 -0.016 0.614
O 3.5092 -4.7336 -1.1252 -0.057 0.018 -0.252
C 2.3449 -2.8346 -0.3978 -0.028 -0.050 -0.209
C 3.2371 -1.8467 -0.8301 -0.082 0.021 -0.062
Cl 4.6135 -1.9712 -1.7828 -0.006 0.005 0.004
N 2.8355 -0.6513 -0.3564 0.041 -0.021 -0.117
N 1.7333 -0.8102 0.3930 0.053 0.054 0.272
C 1.4460 -2.1177 0.3923 -0.142 0.149 -0.029
C 0.2074 -2.3168 1.1760 0.226 -0.756 -0.520
O -0.5549 -3.3627 0.7726 -0.129 -0.016 0.191
O 0.0565 -1.7484 2.3091 -0.212 0.488 0.300
C 3.4450 0.6405 -0.5247 0.053 0.047 0.065
C 4.5340 0.9713 0.2652 -0.018 -0.022 0.006
C 5.0965 2.2311 0.1262 -0.014 0.010 -0.021
C 4.5597 3.1345 -0.7825 0.012 -0.007 0.018
C 3.4701 2.7846 -1.5693 0.006 0.042 -0.043
C 2.9114 1.5209 -1.4505 -0.019 -0.039 0.014
H 0.6858 -4.6064 -0.0377 -0.011 0.020 -0.057
H 4.9344 0.2504 0.9672 -0.003 0.019 -0.002
H 5.9538 2.5064 0.7252 -0.001 -0.007 0.004
H 4.9989 4.1177 -0.8871 0.000 -0.003 0.004
H 3.0585 3.4986 -2.2719 0.001 -0.031 0.016
H 2.0764 1.2146 -2.0684 -0.013 0.012 -0.014
O -2.2042 2.3760 -2.1033 -0.004 0.113 -0.051
C -2.2546 3.7509 -1.7927 -0.017 -0.006 0.033
N -1.1039 4.4952 -2.2423 0.048 0.018 -0.033
C 0.1011 4.6199 -1.6276 -0.032 -0.132 -0.091
O 1.0151 5.2634 -2.1020 0.017 0.088 0.026
C 0.3432 3.9062 -0.3221 0.150 -0.002 0.021
C 1.0428 4.5736 0.6785 -0.023 -0.005 0.036
C 1.4244 3.8835 1.8172 0.052 0.005 -0.089
C 1.1327 2.5357 1.9012 -0.023 0.065 0.066
N 0.4686 1.8874 0.9382 -0.266 -0.592 0.157
C 0.0856 2.5599 -0.1564 -0.167 0.000 -0.038
H -2.5706 2.2002 -2.9791 0.033 -0.025 0.064
H -2.3195 3.8200 -0.7082 -0.002 -0.001 0.018
H -3.1410 4.2185 -2.2182 -0.006 0.015 -0.002
H -1.1394 4.9465 -3.1457 -0.003 -0.008 0.014
H 1.2916 5.6189 0.5472 -0.005 -0.005 -0.005
H 1.9578 4.3699 2.6209 0.008 0.004 -0.009
H 1.4345 1.9540 2.7649 0.000 0.004 0.005
H -0.4472 1.9973 -0.9131 0.005 0.007 0.013
```
Forces are in eV/Å.

Here are the natural (NBO) charges for atoms 1 to 2, given in e: 1.2155, -0.0689

=====

No. 4
DFT (ωB97M-V with the def2-TZVPD basis set) results for the ion C3H6OS with charge -2.

Computed properties:
M, g/mol: 90.1
ΔE to the lowest compared entry with this formula, charge and spin, eV: 1.038
Structure (SMILES): [O-]CCC[S-]
HOMO-LUMO gap, hartree: 0.190
Maximum force, eV/Å: 4.035
Total charge: -2
HOMO energy, eV: 1.19

Geometry as XYZ:
```
11
Properties=species:S:1:pos:R:3:forces:R:3
O -0.5564 -2.3786 0.2018 -0.785 -1.109 -0.549
C -0.6216 -1.1686 -0.3994 0.125 -0.362 2.032
C 0.0962 -0.1963 0.5707 3.800 1.240 0.549
C 0.2881 1.2902 -0.0380 -0.518 -0.894 0.208
S 1.9027 2.2685 0.0462 -0.746 -0.261 0.677
H -1.6616 -0.7776 -0.6013 -0.023 -0.028 -0.030
H -0.1081 -1.1463 -1.3924 0.115 0.403 0.082
H -0.0452 -0.2364 1.7297 -1.346 0.324 -1.956
H 1.1399 -0.6812 0.7318 -1.123 0.776 -1.107
H 0.2217 1.2210 -1.1301 -0.438 -0.445 0.184
H -0.6555 1.8052 0.2810 0.939 0.358 -0.089
```
Forces are in eV/Å.

Here are the natural (NBO) charges for atoms 1 to 2, given in e: -1.0037, -0.0196

=====

No. 5
DFT (ωB97M-V with the def2-TZVPD basis set) results for a cluster of 2 separate species, C3H4Cl2FNO2 in total.

Computed properties:
M, g/mol: 176.0
ΔE to the lowest compared entry with this formula, charge and spin, eV: 0.218
Structure (SMILES): C/C(F)=C(/Cl)[N+](=O)[O-].Cl
HOMO-LUMO gap, hartree: 0.350
Maximum force, eV/Å: 3.538
HOMO energy, eV: -9.87

Geometry as XYZ:
```
13
Properties=species:S:1:pos:R:3:forces:R:3
C 1.4728 -0.1517 -1.2716 -1.488 -1.722 1.428
C 0.4649 0.5588 -0.3714 -0.014 -0.726 -1.462
F 1.0312 1.6075 0.2397 -0.449 -0.320 0.235
C -0.8618 0.3208 -0.1598 3.007 -0.772 -1.698
Cl -1.7076 1.1596 0.9116 -2.099 1.757 2.120
N -1.5225 -0.7736 -0.8813 1.504 0.729 0.925
O -2.6480 -1.0557 -0.6548 -2.001 0.034 0.482
O -0.7868 -1.3559 -1.6209 0.564 -1.437 -1.593
H 1.8234 -1.0910 -0.7933 -0.306 0.480 0.078
H 2.3168 0.4130 -1.4292 1.804 1.721 -0.120
H 1.1090 -0.5107 -2.2094 -0.533 0.262 -0.461
Cl -0.9771 0.5051 4.3628 1.953 -0.221 -0.678
H 0.2857 0.3739 3.8775 -1.940 0.217 0.743
```
Forces are in eV/Å.

Here are the natural (NBO) charges for atoms 1 to 2, given in e: -0.6817, 0.4847